[1]
{
  "formula": "C45H51N7OPPbS",
  "method": "ωB97M-V/def2-TZVPD",
  "symbols": ["Pb", "C", "C", "C", "C", "N", "C", "C", "C", "C", "C", "C", "N", "C", "C", "C", "C", "C", "N", "H", "H", "H", "H", "H", "H", "H", "H", "H", "H", "H", "C", "C", "C", "C", "C", "C", "P", "C", "C", "C", "C", "C", "C", "C", "C", "C", "C", "C", "C", "H", "H", "H", "H", "H", "H", "H", "H", "H", "H", "H", "H", "H", "H", "C", "C", "C", "S", "O", "C", "C", "C", "H", "H", "H", "H", "H", "H", "H", "H", "H", "H", "H", "H", "H", "H", "C", "N", "C", "N", "C", "N", "C", "N", "C", "C", "H", "H", "H", "H", "H", "H", "H", "H", "H", "H", "H", "H"],
  "positions_angstrom": [[-0.377, 0.156, 0.108], [-5.098, -0.054, -0.277], [-5.559, 0.964, 0.542], [-4.655, 1.660, 1.330], [-3.312, 1.319, 1.281], [-2.866, 0.363, 0.462], [-3.740, -0.310, -0.297], [-2.283, 1.993, 2.127], [-2.638, 2.873, 3.135], [-1.644, 3.440, 3.914], [-0.327, 3.080, 3.699], [-0.034, 2.186, 2.682], [-0.996, 1.683, 1.901], [1.342, 1.658, 2.465], [2.431, 2.073, 3.213], [3.642, 1.412, 3.068], [3.734, 0.356, 2.179], [2.621, 0.031, 1.428], [1.459, 0.675, 1.567], [-5.769, -0.630, -0.899], [-6.610, 1.223, 0.565], [-5.006, 2.468, 1.955], [-3.329, -1.081, -0.938], [-3.671, 3.117, 3.329], [-1.898, 4.141, 4.698], [0.449, 3.481, 4.334], [2.349, 2.888, 3.916], [4.494, 1.706, 3.666], [4.649, -0.208, 2.060], [2.651, -0.774, 0.706], [3.435, -3.511, 2.942], [2.920, -3.932, 1.724], [1.645, -3.538, 1.332], [0.884, -2.729, 2.173], [1.411, -2.297, 3.394], [2.681, -2.693, 3.778], [-0.750, -2.123, 1.721], [-1.929, -2.909, 2.822], [-3.277, -2.551, 2.706], [-4.225, -3.158, 3.510], [-3.833, -4.113, 4.442], [-2.499, -4.476, 4.555], [-1.540, -3.872, 3.753], [-1.103, -2.705, 0.060], [-1.706, -3.931, -0.259], [-1.981, -4.232, -1.585], [-1.655, -3.341, -2.605], [-1.048, -2.115, -2.322], [-0.838, -1.859, -0.989], [4.423, -3.830, 3.248], [3.501, -4.584, 1.086], [1.243, -3.879, 0.386], [0.821, -1.663, 4.050], [3.081, -2.377, 4.733], [-3.581, -1.805, 1.981], [-5.269, -2.891, 3.416], [-4.571, -4.569, 5.089], [-2.201, -5.234, 5.267], [-0.502, -4.163, 3.845], [-1.940, -4.632, 0.535], [-2.451, -5.175, -1.830], [-1.890, -3.579, -3.635], [-0.818, -1.419, -3.117], [5.926, 2.222, -1.452], [4.751, 1.316, -1.092], [4.017, 0.868, -2.347], [2.729, -0.327, -2.004], [1.620, 0.482, -1.293], [2.132, -0.599, -3.696], [2.176, -2.084, -4.059], [3.604, -2.570, -4.291], [6.431, 2.574, -0.554], [5.593, 3.095, -2.015], [6.660, 1.689, -2.057], [4.055, 1.851, -0.440], [5.114, 0.439, -0.549], [4.694, 0.347, -3.033], [3.552, 1.707, -2.871], [2.741, -0.007, -4.379], [1.116, -0.198, -3.680], [1.578, -2.240, -4.958], [1.715, -2.662, -3.253], [4.076, -2.013, -5.102], [3.618, -3.625, -4.562], [4.218, -2.455, -3.393], [0.303, 2.822, -1.990], [-0.086, 3.807, -2.962], [-0.923, 4.831, -2.334], [-2.124, 4.218, -1.754], [-1.743, 3.234, -0.775], [-0.906, 2.135, -1.378], [-1.690, 1.537, -2.513], [-2.068, 2.528, -3.487], [-0.856, 3.162, -4.029], [-2.879, 3.564, -2.831], [0.867, 3.294, -1.182], [0.922, 2.068, -2.453], [-1.226, 5.557, -3.087], [-0.359, 5.346, -1.555], [-2.645, 2.797, -0.361], [-1.163, 3.709, 0.018], [-2.588, 1.071, -2.108], [-1.066, 0.777, -2.990], [-1.144, 3.908, -4.767], [-0.241, 2.404, -4.518], [-3.784, 3.110, -2.421], [-3.166, 4.311, -3.568]],
  "mulliken_charge": [3.04, -0.99, -1.50, -0.10, -0.56, 1.52, -0.63, 0.64, -1.12, -1.53, -0.79, 0.14, 1.02, 0.60, -1.01, -1.15, -1.46, -0.92, 1.40, 0.63, 0.54, 0.58, 0.16, 0.57, 0.48, 0.55, 0.60, 0.54, 0.67, 1.02, -0.63, -0.77, -0.61, 0.37, -0.29, -0.92, 1.83, 0.05, -0.15, -0.90, -0.62, -0.81, -0.61, -0.12, -0.61, -1.02, -1.05, -1.41, 1.27, 0.46, 0.51, 0.46, 0.56, 0.51, 0.39, 0.48, 0.43, 0.47, 0.41, 0.61, 0.47, 0.52, 0.67, -1.57, 0.22, -1.09, 0.07, -0.18, -0.16, -0.19, -1.35, 0.42, 0.36, 0.37, -0.04, 0.27, 0.67, 0.45, 0.80, -0.49, 0.52, -0.02, 0.36, 0.43, 0.26, -0.58, 0.18, -0.74, 0.19, -0.67, 1.03, -0.38, 0.22, -0.76, -0.66, 0.29, -0.23, 0.37, 0.34, -0.08, 0.26, -0.01, -0.13, 0.37, 0.30, 0.31, 0.37],
  "largest_force_ha_per_bohr": 0.021,
  "mol_weight_da": 976.2,
  "de_lowest_kj_mol": 61.4,
  "charge": 3,
  "lumo_ev": -9.454,
  "e_homo_ev": -15.72
}

[2]
{
  "formula": "C45H51N9O15",
  "method": "ωB97M-V/def2-TZVPD",
  "symbols": ["O", "N", "O", "C", "C", "C", "C", "C", "C", "H", "H", "H", "H", "H", "O", "N", "O", "C", "C", "C", "C", "C", "C", "H", "H", "H", "H", "H", "O", "N", "O", "C", "C", "C", "C", "C", "C", "H", "H", "H", "H", "H", "O", "N", "O", "C", "C", "C", "C", "C", "C", "H", "H", "H", "H", "H", "O", "N", "O", "C", "C", "C", "C", "C", "C", "H", "H", "H", "H", "H", "O", "N", "O", "C", "C", "C", "C", "C", "C", "H", "H", "H", "H", "H", "C", "N", "C", "C", "O", "H", "H", "H", "H", "H", "H", "H", "C", "N", "C", "C", "O", "H", "H", "H", "H", "H", "H", "H", "C", "N", "C", "C", "O", "H", "H", "H", "H", "H", "H", "H"],
  "positions_angstrom": [[-2.376, 2.577, 0.760], [-3.437, 2.059, 1.310], [-4.380, 1.607, 0.665], [-3.489, 2.051, 2.790], [-4.526, 1.028, 3.445], [-4.701, 0.910, 5.003], [-3.818, 1.897, 5.807], [-2.838, 2.815, 5.253], [-2.535, 2.806, 3.781], [-5.201, 0.405, 2.812], [-5.557, 0.292, 5.358], [-3.774, 1.976, 6.860], [-2.343, 3.370, 6.006], [-1.917, 3.363, 3.378], [-3.910, -5.322, -3.699], [-3.089, -4.464, -3.564], [-1.915, -4.587, -3.966], [-3.568, -3.080, -3.200], [-4.982, -2.691, -3.186], [-5.491, -1.328, -2.723], [-4.449, -0.368, -2.320], [-2.998, -0.605, -2.303], [-2.561, -2.005, -2.841], [-5.794, -3.515, -3.365], [-6.542, -0.939, -2.944], [-5.058, 0.531, -1.980], [-2.091, -0.013, -1.867], [-1.447, -2.229, -2.634], [2.908, -3.460, 1.336], [4.173, -3.684, 1.497], [4.679, -4.872, 1.289], [5.026, -2.464, 1.642], [6.515, -2.569, 1.949], [7.386, -1.365, 1.656], [6.677, -0.060, 1.421], [5.282, 0.020, 1.150], [4.387, -1.106, 1.583], [6.914, -3.534, 1.883], [8.535, -1.492, 1.725], [7.114, 0.821, 1.221], [4.921, 1.004, 0.989], [3.398, -0.920, 1.365], [-2.350, -1.080, 3.461], [-2.400, -1.446, 4.687], [-1.697, -0.931, 5.495], [-3.444, -2.383, 5.068], [-4.846, -2.528, 4.368], [-5.887, -3.684, 4.900], [-5.408, -4.671, 6.123], [-4.245, -4.366, 6.781], [-3.195, -3.331, 6.322], [-4.942, -2.028, 3.526], [-6.801, -3.736, 4.343], [-6.054, -5.454, 6.077], [-4.157, -5.137, 7.603], [-2.066, -3.252, 6.781], [-0.934, -3.766, -0.389], [-1.017, -4.943, -0.885], [-1.971, -5.710, -0.743], [0.171, -5.518, -1.423], [1.471, -4.796, -1.261], [2.767, -5.458, -1.735], [2.731, -6.761, -2.609], [1.390, -7.317, -2.931], [0.130, -6.859, -2.302], [1.738, -3.706, -1.100], [3.808, -4.792, -1.594], [3.739, -7.183, -2.697], [1.362, -8.328, -3.585], [-0.782, -7.435, -2.595], [-4.430, 3.913, -2.814], [-3.882, 3.727, -3.969], [-4.189, 4.318, -4.980], [-2.539, 3.025, -4.022], [-2.047, 2.309, -5.380], [-0.768, 1.405, -5.228], [-0.068, 1.361, -3.933], [-0.488, 2.016, -2.755], [-1.784, 2.905, -2.683], [-2.637, 2.378, -6.363], [-0.414, 0.985, -6.100], [0.820, 0.711, -3.792], [0.123, 1.769, -1.867], [-2.147, 3.345, -1.726], [5.484, 2.897, -1.895], [4.421, 3.475, -2.899], [4.603, 4.888, -3.230], [3.507, 2.716, -3.524], [2.742, 3.203, -4.374], [5.184, 3.355, -0.927], [6.434, 3.074, -2.131], [5.591, 1.753, -1.921], [3.584, 5.561, -3.060], [4.970, 4.922, -4.203], [5.306, 5.475, -2.647], [3.492, 1.625, -3.080], [-0.135, -0.728, 0.624], [0.731, 0.449, 0.430], [0.654, 1.643, 1.343], [1.715, 0.406, -0.552], [2.499, 1.416, -0.742], [-0.451, -0.810, 1.657], [0.370, -1.524, 0.231], [-1.045, -0.558, 0.044], [1.513, 1.784, 1.754], [-0.058, 1.537, 2.182], [0.334, 2.471, 0.852], [1.802, -0.316, -1.042], [3.966, 5.805, 0.330], [2.479, 6.072, 0.076], [1.635, 4.918, -0.319], [2.088, 7.320, -0.012], [0.905, 7.613, -0.426], [4.475, 6.630, 0.772], [4.423, 5.339, -0.406], [3.894, 5.044, 1.122], [1.863, 4.224, 0.220], [2.168, 4.609, -1.385], [0.497, 5.051, -0.483], [2.569, 8.229, 0.203]],
  "mulliken_charge": [-0.44, 0.93, -0.54, -0.08, -0.10, -0.58, -0.40, -0.68, -0.84, 0.44, 0.44, 0.39, 0.41, 1.05, -0.60, 1.05, -0.54, -0.04, -0.34, -0.58, -0.52, 0.67, -0.10, 0.27, 0.33, 0.25, -0.13, 0.28, -0.44, 0.74, -0.50, 0.38, -0.84, -0.24, -0.60, -0.07, -0.45, 0.45, 0.31, 0.50, 0.36, 0.38, -0.34, 0.83, -0.54, 0.43, -0.70, -0.59, -0.50, -0.34, -0.30, 0.77, 0.38, 0.45, 0.25, 0.23, -0.43, 0.91, -0.55, 0.21, 0.35, -0.42, -0.47, -0.39, -0.37, 0.02, 0.17, 0.37, 0.22, 0.36, -0.55, 0.88, -0.54, 0.08, -0.58, -1.06, -0.18, 0.27, -0.17, 0.35, 0.58, 0.36, 0.09, 0.42, -0.91, 0.14, -1.08, 0.39, -0.65, 0.14, 0.59, 0.25, 0.24, 0.45, 0.38, 0.10, -0.63, 1.11, -1.14, -3.33, -0.46, 0.14, 0.18, 0.12, 0.61, 0.22, 0.26, 2.99, -0.76, 0.17, -0.66, 0.10, -0.65, 0.42, 0.00, 0.32, 0.22, 0.11, 0.26, 0.41],
  "largest_force_ha_per_bohr": 0.348,
  "mol_weight_da": 958.0,
  "de_lowest_kj_mol": 2712.5,
  "lumo_ev": -1.698,
  "smiles": "O=[N+]([O-])c1ccccc1.O=[N+]([O-])c1ccccc1.O=[N+]([O-])c1ccccc1.O=[N+]([O-])c1ccccc1.O=[N+]([O-])c1ccccc1.O=[N+]([O-])c1ccccc1.CN(C)C=O.CN(C)C=O.CN(C)C=O",
  "e_homo_ev": -8.82
}